Density functional theory data (wB97M-V/def2-TZVPD) for a gas-phase ion, H2N2O4P (charge -1) in a non-equilibrium geometry.

Each atom is followed by the atoms it is bonded to, with distances in Å.
Cartesian coordinates (Å):
1 N -1.4244 -0.0965 0.0522  P2 1.681, H8 1.063, H9 1.001
2 P 0.0531 0.7042 0.0880  N1 1.681, O3 1.460, O4 1.556, N5 1.833
3 O 0.2839 1.5719 1.2394  P2 1.460
4 O 0.3233 1.1593 -1.3755  P2 1.556
5 N 1.1754 -0.7440 0.1209  P2 1.833, O6 1.207, O7 1.242
6 O 0.7899 -1.8768 -0.0362  N5 1.207
7 O 2.3818 -0.4508 0.1591  N5 1.242
8 H -2.2351 0.4227 0.5024  N1 1.063
9 H -1.3480 -0.6900 -0.7504  N1 1.001

Energy above the lowest of the compared OMol25 structures with the same formula, charge and spin (kcal per mole): 23.0
Orbital gap (eV): 9.37
E (eV): -20492.927
Total charge: -1